{"formula": "C23H23BIrN4O4", "method": "ωB97M-V/def2-TZVPD", "total_charge": -1, "total_energy_ha": -1539.52731, "e_lumo_ev": [0.983, 0.983], "homo_lumo_gap_ev": [6.7, 6.7], "homo_ev": [-5.74, -5.74], "de_lowest_kj_mol": 146.61, "elements": ["Ir", "O", "O", "O", "O", "N", "N", "N", "N", "C", "C", "C", "C", "C", "C", "C", "C", "C", "C", "C", "C", "C", "C", "C", "C", "C", "C", "C", "C", "C", "C", "C", "B", "H", "H", "H", "H", "H", "H", "H", "H", "H", "H", "H", "H", "H", "H", "H", "H", "H", "H", "H", "H", "H", "H", "H"], "coordinates": [[-0.0459, 0.1082, 0.0048], [-1.1032, -3.3784, 1.7776], [-0.2731, -1.8965, 0.3252], [-0.1592, 0.2387, 7.0478], [-1.4266, -1.5996, 6.6009], [-0.0438, -0.4856, -2.0509], [-0.8983, 1.9336, -0.0057], [1.8915, -0.1576, -0.2678], [0.0759, -0.0979, 2.1202], [2.9717, -0.2288, 0.5234], [-0.4622, -1.2379, 2.5649], [-1.0861, -0.4206, -3.0306], [-3.0617, -0.2696, -4.9821], [-0.6924, -0.6347, 6.3417], [-0.6600, -2.2857, 1.5115], [3.9753, -0.9538, -0.1237], [-2.2616, -1.1675, -2.8811], [0.2656, 1.3727, -4.2576], [-0.9215, 0.4446, -4.1212], [3.4637, -1.3422, -1.3677], [0.4504, 0.8402, 2.9990], [2.1670, -0.8407, -1.4225], [1.2614, 0.9230, -5.3323], [-0.3794, -0.4749, 4.8184], [-3.2291, -1.0860, -3.8756], [-1.9180, 0.4987, -5.0894], [-1.6511, 2.8118, -0.0711], [1.1278, -0.9301, -2.3643], [0.2554, 0.6731, 4.3535], [-3.1883, -1.1292, -0.5608], [-0.7328, -1.4569, 3.8990], [-2.5506, -1.9927, -1.6567], [-2.7091, 3.9589, -0.1519], [-1.7990, 1.1709, -5.9319], [-3.8323, -0.2172, -5.7406], [-4.1375, -1.6666, -3.7648], [0.5753, 1.4179, 5.0685], [4.9520, -1.1702, 0.2755], [-1.6443, -2.4424, -1.2613], [-3.4598, -1.7363, 0.3030], [-3.2464, -2.7919, -1.9171], [-1.1920, -2.3849, 4.2062], [-4.0774, -0.6203, -0.9344], [1.7908, 0.0193, -5.0269], [0.7786, 1.4670, -3.3014], [0.9143, 1.7300, 2.5932], [-2.4278, 4.8050, 0.6647], [-0.1113, 2.3617, -4.5246], [-2.4886, -0.3573, -0.2144], [-3.7634, 3.4202, 0.1179], [2.9936, 0.2421, 1.4931], [1.3123, -1.3866, -3.3335], [3.9514, -1.9255, -2.1322], [-2.7103, 4.3868, -1.2849], [2.0052, 1.7000, -5.5133], [0.7472, 0.7134, -6.2712]]}



{"formula": "C23H23BN7Ti", "method": "ωB97M-V/def2-TZVPD", "total_charge": 3, "total_energy_ha": -2147.02323, "e_lumo_ev": -11.906, "homo_lumo_gap_ev": 6.3, "homo_ev": -18.25, "de_lowest_kj_mol": 56.81, "elements": ["Ti", "N", "N", "N", "N", "N", "N", "N", "C", "C", "C", "C", "C", "C", "C", "C", "C", "C", "C", "C", "C", "C", "C", "C", "C", "C", "C", "C", "C", "C", "C", "B", "H", "H", "H", "H", "H", "H", "H", "H", "H", "H", "H", "H", "H", "H", "H", "H", "H", "H", "H", "H", "H", "H", "H"], "coordinates": [[0.1217, -0.1028, -0.0270], [-1.7537, -1.0230, -0.6308], [1.3456, -2.5122, 0.3202], [0.4785, 1.9363, -0.7086], [1.8710, 0.2845, 0.9627], [0.2823, -1.9044, 0.9291], [2.7808, -0.5141, 0.3280], [-1.3354, 1.0177, 0.7633], [-3.3935, 1.0795, 1.9175], [1.8355, 1.3746, -2.6729], [1.3768, 2.3411, -1.6259], [-1.9074, -2.0285, -1.5119], [4.0121, -0.1812, 0.7122], [-0.8529, -2.2469, -2.5519], [-3.8301, -1.6050, 0.4222], [-1.9277, 3.0151, 1.8736], [-2.5096, 0.4316, 1.0841], [0.0283, 2.8330, 0.2219], [0.5061, 4.1151, 0.2998], [-3.0327, -2.8502, -1.4568], [-3.9845, -2.6611, -0.4778], [1.4591, 4.5304, -0.6325], [-2.7256, -0.8023, 0.3059], [0.3645, -4.0307, 1.5906], [-0.3161, -2.8340, 1.7015], [2.5646, 1.1235, 1.7567], [-3.0666, 2.3655, 2.3507], [3.9158, 0.8623, 1.6322], [-1.0829, 2.3152, 1.0410], [1.4098, -3.7863, 0.6978], [1.8680, 3.6467, -1.6069], [2.1839, -1.5969, -0.5678], [-1.1810, -2.5943, 2.2991], [2.5702, 3.9541, -2.3701], [-4.3370, 0.6301, 2.1922], [-4.5759, -1.4065, 1.1795], [1.0400, 0.6870, -2.9592], [2.6982, 0.8016, -2.3236], [-1.7449, 4.0526, 2.1139], [-3.7475, 2.8967, 3.0042], [-4.8523, -3.3052, -0.4182], [-1.2761, -2.7438, -3.4226], [4.8809, -0.6915, 0.3253], [2.1517, 1.9101, -3.5660], [-3.1475, -3.6336, -2.1937], [-0.4204, -1.3031, -2.8845], [4.7248, 1.3494, 2.1503], [1.2993, -0.9627, -1.3155], [-0.0586, -2.8939, -2.1710], [0.1325, 4.7949, 1.0531], [0.1462, -4.9550, 2.0986], [2.1762, -4.4482, 0.3243], [2.0654, 1.8506, 2.3769], [1.8483, 5.5399, -0.6019], [2.9215, -2.1215, -1.3314]]}



{"formula": "C23H23CoN3O3", "method": "ωB97M-V/def2-TZVPD", "total_charge": 1, "total_energy_ha": -2662.71657, "e_lumo_ev": [-3.857, -4.817], "homo_lumo_gap_ev": [7.5, 6.6], "spin_multiplicity": 5, "homo_ev": [-11.36, -11.37], "de_lowest_kj_mol": 0.00, "elements": ["Co", "O", "O", "O", "N", "N", "N", "C", "C", "C", "C", "C", "C", "C", "C", "C", "C", "C", "C", "C", "C", "C", "C", "C", "C", "C", "C", "C", "C", "C", "H", "H", "H", "H", "H", "H", "H", "H", "H", "H", "H", "H", "H", "H", "H", "H", "H", "H", "H", "H", "H", "H", "H"], "coordinates": [[5.1642, 11.3969, 10.8191], [4.4850, 10.6026, 8.8622], [4.4405, 13.1550, 10.4292], [6.8155, 11.1638, 10.3074], [5.0322, 12.1505, 12.5438], [4.4809, 9.7043, 12.0212], [5.1738, 13.5464, 12.5864], [4.4920, 8.9717, 14.3181], [7.9540, 11.8509, 10.7725], [4.5359, 9.9756, 13.3095], [4.8755, 15.4455, 11.0777], [4.3569, 8.3932, 4.3884], [4.5505, 17.2740, 9.6188], [4.7976, 8.7609, 6.7296], [4.5089, 15.9355, 9.8559], [4.8563, 13.9383, 11.3762], [5.2861, 17.6626, 11.8592], [4.5724, 11.0097, 7.7223], [4.3306, 10.1093, 6.5888], [4.9526, 18.1204, 10.5943], [3.8258, 10.5088, 5.3235], [4.6259, 11.9349, 14.9534], [3.8853, 9.6796, 4.2210], [5.1630, 16.3045, 12.1904], [4.4897, 8.4629, 11.5604], [4.7659, 7.9284, 5.6002], [4.4898, 7.3693, 12.4699], [4.5310, 7.6763, 13.8593], [4.7937, 11.3916, 13.5839], [4.8353, 12.4356, 7.3904], [5.1088, 19.1385, 10.3904], [5.1511, 6.9215, 5.7135], [4.3341, 17.6879, 8.5973], [4.4565, 9.2646, 15.3235], [4.1972, 15.2509, 9.0622], [4.7214, 12.9783, 15.0596], [3.6210, 11.5371, 5.1881], [4.3144, 6.3383, 12.1121], [4.4305, 7.7533, 3.5073], [5.3742, 11.5738, 15.7072], [3.6608, 11.6384, 15.2974], [7.7161, 12.4184, 11.6919], [5.4323, 15.9015, 13.1657], [5.3548, 12.5204, 6.4083], [5.0710, 8.3932, 7.7523], [5.3787, 18.4985, 12.6056], [8.6518, 11.0675, 11.0015], [3.9058, 12.9736, 7.4612], [3.6357, 9.9988, 3.2206], [4.5317, 6.8588, 14.5497], [4.5180, 8.3542, 10.5810], [5.3976, 12.9144, 8.1917], [8.2654, 12.5570, 9.9974]]}



{"formula": "C23H23F3N2O5", "method": "ωB97M-V/def2-TZVPD", "total_charge": 0, "total_energy_ha": -1675.58438, "e_lumo_ev": -0.382, "smiles": "COc1ccccc1/C=C/C(=O)OCC(=O)Nc1cc(C(F)(F)F)ccc1N1CCOCC1", "homo_lumo_gap_ev": 8.1, "homo_ev": -8.49, "elements": ["F", "F", "F", "O", "O", "O", "O", "O", "N", "N", "C", "C", "C", "C", "C", "C", "C", "C", "C", "C", "C", "C", "C", "C", "C", "C", "C", "C", "C", "C", "C", "C", "C", "H", "H", "H", "H", "H", "H", "H", "H", "H", "H", "H", "H", "H", "H", "H", "H", "H", "H", "H", "H", "H", "H", "H"], "coordinates": [[-7.3562, 1.6193, -0.0802], [-7.9567, -0.1100, 1.0440], [-6.9069, 1.4904, 2.0186], [0.5530, -2.9995, -0.2904], [0.3064, 2.6403, -0.0929], [4.6539, 1.9872, 1.7891], [-0.0539, 1.7633, -2.1347], [-3.2507, 3.0635, -1.1843], [-2.4265, 0.9362, -1.0451], [-1.9222, -1.6324, -0.2484], [-4.6517, 0.8499, -0.0617], [-1.1817, 2.6092, -2.2757], [-4.2003, -1.7886, 0.6605], [-1.8680, -3.0772, -0.3998], [6.5084, -0.7906, 0.2613], [1.9298, 1.1897, -1.0658], [-2.4024, 2.2397, -1.4263], [-3.1784, -1.0691, 0.0513], [6.2238, 0.2685, 1.1050], [-0.5380, -3.4320, -1.0685], [5.0083, 0.9378, 1.0097], [-6.9553, 0.7719, 0.8788], [4.0644, 0.5337, 0.0357], [-5.6444, 0.1114, 0.5680], [0.4969, -1.6074, -0.0911], [-3.4245, 0.2644, -0.3388], [-5.4286, -1.2108, 0.9221], [-0.8091, -1.1882, 0.5859], [4.3809, -0.5409, -0.7966], [5.5878, -1.2008, -0.6889], [5.5499, 2.4471, 2.7729], [0.6818, 1.9427, -1.0021], [2.8013, 1.2292, -0.0456], [-1.4664, 2.5572, -3.3302], [0.5816, -1.0932, -1.0606], [3.6547, -0.8724, -1.5215], [-0.9160, 3.6408, -2.0220], [1.3549, -1.3468, 0.5299], [-0.8633, -1.6581, 1.5809], [2.5494, 1.8541, 0.8016], [-4.8328, 1.8716, -0.3530], [-1.6604, 0.3446, -1.3457], [5.0448, 3.2798, 3.2597], [6.4854, 2.8018, 2.3297], [-0.8342, -0.1058, 0.7162], [-0.4342, -4.5133, -1.1691], [7.4564, -1.2991, 0.3531], [-4.0355, -2.8133, 0.9516], [2.1077, 0.6467, -1.9804], [6.9569, 0.5652, 1.8382], [5.7664, 1.6721, 3.5147], [5.8109, -2.0334, -1.3375], [-6.2073, -1.7816, 1.4026], [-1.9161, -3.5972, 0.5697], [-0.4964, -2.9662, -2.0650], [-2.6977, -3.4018, -1.0294]]}



{"formula": "C23H23FN4O2S", "method": "ωB97M-V/def2-TZVPD", "total_charge": 0, "total_energy_ha": -1757.82449, "e_lumo_ev": -0.191, "smiles": "O=C(NCc1ccc(F)cc1)[C@H](c1ccccc1)N(C(=O)c1csnn1)C1CCCC1", "homo_lumo_gap_ev": 8.9, "homo_ev": -9.06, "de_lowest_kj_mol": 0.00, "elements": ["S", "F", "O", "O", "N", "N", "N", "N", "C", "C", "C", "C", "C", "C", "C", "C", "C", "C", "C", "C", "C", "C", "C", "C", "C", "C", "C", "C", "C", "C", "C", "H", "H", "H", "H", "H", "H", "H", "H", "H", "H", "H", "H", "H", "H", "H", "H", "H", "H", "H", "H", "H", "H", "H"], "coordinates": [[-5.0631, -0.8462, 0.6734], [-0.3275, 4.7320, 5.7381], [1.7772, 0.7407, 0.2518], [-2.1324, -1.1626, -2.7192], [-0.5133, -1.0041, -1.1371], [-0.3188, 1.5768, 0.3620], [-2.8903, 0.2130, 0.3438], [-3.9453, 0.3100, 1.0270], [-4.0444, -1.5302, -0.5079], [-0.2293, 4.3180, 4.4569], [-1.2296, 4.6558, 3.5647], [0.7078, -3.2016, 0.2014], [-2.8729, -0.8089, -0.5395], [0.7751, -1.9301, 0.7566], [-0.0259, 3.4814, 1.8405], [-1.1213, 4.2276, 2.2533], [-1.7916, -1.0073, -1.5593], [1.1851, -0.2164, -4.3050], [0.0784, 2.9702, 0.4264], [0.8691, 3.5680, 4.0759], [0.9627, 3.1519, 2.7611], [2.3457, -3.9971, 1.7627], [0.5765, 0.5795, 0.3126], [0.4892, -1.5591, -4.5024], [0.6188, 0.2555, -2.9707], [0.5272, -2.1984, -3.1125], [-0.1051, -0.8098, 0.2451], [1.6149, -1.7116, 1.8415], [1.4913, -4.2275, 0.6986], [2.3997, -2.7384, 2.3357], [0.5783, -1.0217, -2.1128], [-4.3203, -2.3767, -1.1002], [-0.9950, -0.7762, 0.8812], [1.2173, 1.0347, -2.5013], [3.0553, -2.5531, 3.1734], [-0.3953, 0.6278, -3.1174], [-1.3070, 1.3573, 0.4569], [-0.3452, -2.8269, -2.9493], [1.6619, -0.7353, 2.2975], [1.4317, -5.2094, 0.2528], [-0.5602, 3.5504, -0.2442], [1.8099, 2.5655, 2.4387], [1.4949, -1.0871, -1.5234], [2.9614, -4.7965, 2.1472], [1.6295, 3.3237, 4.8006], [-0.5477, -1.3901, -4.7914], [1.1149, 3.0201, 0.0823], [0.9702, -2.1804, -5.2563], [0.0378, -3.3928, -0.6229], [-1.8962, 4.4812, 1.5454], [-2.0721, 5.2402, 3.8987], [2.2645, -0.3572, -4.2250], [0.9836, 0.4851, -5.1128], [1.4199, -2.8133, -2.9936]]}